Here is one molecule with the formula C18H19F3N6O2 from the OMol25 dataset. Energies are from ωB97M-V/def2-TZVPD.

The calculation puts the LUMO energy at 0.31 eV. As for the structure (SMILES): Cc1cc(NC(=O)CN2CCC(n3nnc4cc(C(F)(F)F)ccc43)CC2)no1. The value obtained for the energy above the lowest of the compared OMol25 structures with the same formula, charge and spin is 0.000 eV. As for the gap between HOMO and LUMO: 8.859 eV.

Last column: Löwdin charge in e.
Element x y z (Å)
F: 7.571 -1.338 -1.195  0.1366
F: 8.007 -0.321 0.649  0.1407
F: 7.313 -2.356 0.678  0.1368
O: -5.703 -2.071 1.324  0.0036
O: -2.836 0.429 -1.651  0.0674
N: -5.237 -0.809 1.491  0.0998
N: 1.897 0.641 0.370  -0.0276
N: -1.180 2.635 -0.017  -0.1587
N: -3.887 0.696 0.339  0.1550
N: 3.375 1.874 1.324  0.0831
N: 2.141 1.754 1.067  0.0587
C: 3.427 -1.183 -0.508  0.0097
C: -2.546 2.535 -0.488  -0.0935
C: 0.219 1.069 -1.362  -0.1009
C: -4.499 -0.537 0.439  -0.3076
C: 3.071 -0.008 0.148  -0.1441
C: 7.144 -1.164 0.071  -0.5923
C: -5.641 -3.947 -0.218  -0.0002
C: 4.759 -1.513 -0.506  -0.0110
C: -3.094 1.120 -0.690  -0.4429
C: 0.585 0.267 -0.106  -0.2465
C: -0.482 0.445 0.981  -0.0991
C: -0.849 1.922 1.196  -0.1772
C: -0.122 2.517 -0.995  -0.1698
C: 4.037 0.813 0.786  -0.2037
C: -4.462 -1.638 -0.454  0.0562
C: 5.718 -0.699 0.129  -0.1202
C: 5.387 0.467 0.781  0.0700
C: -5.245 -2.571 0.164  -0.3124
H: 0.654 -0.797 -0.363  0.1472
H: -5.377 -4.646 0.573  0.0895
H: 2.697 -1.807 -0.999  0.1111
H: -4.082 1.314 1.114  0.1496
H: -5.140 -4.232 -1.138  0.0870
H: -3.181 3.072 0.227  0.1222
H: -6.719 -3.998 -0.364  0.0902
H: -1.360 -0.124 0.673  0.1027
H: 0.760 2.998 -0.558  0.1130
H: -2.601 3.049 -1.451  0.1330
H: 5.094 -2.413 -0.999  0.1240
H: -0.405 3.069 -1.893  0.1231
H: 1.051 1.050 -2.068  0.1208
H: -0.122 0.024 1.922  0.1232
H: 0.014 2.431 1.636  0.1028
H: -0.643 0.598 -1.834  0.0980
H: 6.123 1.087 1.265  0.1288
H: -1.686 1.994 1.894  0.1192
H: -3.945 -1.696 -1.386  0.1045